No. 1
C8H10ClN3O | ωB97M-V with the def2-TZVPD basis set

Last column: Mulliken charge in e.
Atoms and positions in Å:
Cl1 4.5859 -0.5563 0.1298  -0.19
C1 2.8830 -0.1794 0.0329  0.61
C2 2.6514 1.1601 0.0377  -0.37
C3 1.3090 1.4968 0.0343  -0.20
C4 0.3553 0.5085 -0.0474  0.43
O1 -0.9052 0.8323 -0.4411  -0.31
C5 -1.8118 -0.2795 -0.7557  -0.59
C6 -3.1886 0.3529 -0.4981  0.28
C7 -3.4951 0.5429 0.9870  -0.65
C8 -4.6154 -0.6190 0.8593  -0.41
N1 -4.4913 -0.5918 -0.6512  -0.64
N2 0.7632 -0.7521 -0.0046  -0.05
N3 1.9843 -1.0640 0.0814  -0.74
H1 3.5283 1.8164 0.0512  0.34
H2 1.0624 2.6541 0.0754  0.27
H3 -1.8417 -1.1359 0.0499  0.25
H4 -1.6479 -0.6433 -1.8005  0.27
H5 -3.2039 1.2419 -1.1400  0.38
H6 -4.0906 1.3920 1.2296  0.34
H7 -2.6079 0.3714 1.6790  0.21
H8 -4.0308 -1.7156 1.0814  0.24
H9 -5.7232 -0.5757 1.2285  0.25
H10 -4.4827 -1.6509 -1.0113  0.28

Cartesian forces, eV/Å:
-0.008 -0.835 -0.104
2.746 1.144 0.421
-1.066 1.138 0.025
0.838 4.627 0.314
0.349 -0.530 -1.457
0.226 -1.421 0.697
-1.196 -1.066 1.949
-0.967 -1.387 -1.355
-1.020 -1.950 0.551
2.244 -3.210 -0.558
0.917 -0.573 0.005
-4.130 0.310 -0.221
1.449 -3.044 0.212
-0.863 0.158 0.017
0.134 -2.677 -0.205
1.113 1.347 -1.757
-0.047 0.252 1.009
-0.683 -0.114 0.173
0.331 1.212 0.127
-1.390 0.264 -0.730
-2.078 2.856 0.597
2.335 0.121 -0.282
0.765 3.379 0.574

Properties
energy = -1010.3797 Ha
E_HOMO = -8.848 eV
structure (SMILES) = Clc1ccc(OC[C@@H]2CCN2)nn1
orbital gap = 9.2 eV
LUMO energy = 0.3 eV
relative energy (zero: lowest compared OMol25 entry of this formula, charge and spin) = 4.193 eV


No. 2
C8H10F4N2 | ωB97M-V with the def2-TZVPD basis set

Last column: Mulliken charge in e.
Atoms and positions in Å:
H1 -1.7920 -3.1670 -0.8174  0.25
N1 -1.5084 -2.2175 -0.7211  -0.53
C1 -0.8409 -1.8888 0.2994  0.11
F1 -0.4644 -2.7560 1.2883  -0.28
C2 -0.3404 -0.4338 0.6302  1.21
C3 -1.2635 0.1643 1.6006  -1.75
F2 0.8458 -0.6442 1.2466  -0.35
C4 -0.1883 0.2251 -0.7218  0.01
C5 -1.5763 0.7159 -1.2876  -1.65
C6 0.8465 1.5426 -0.5974  -0.09
F3 0.6786 2.1746 0.6132  -0.34
C7 2.2543 1.0311 -0.7970  -0.02
F4 2.9538 1.6767 -1.8674  -0.33
C8 2.8645 0.2339 0.0503  0.30
N2 3.3493 -0.1405 1.0573  -0.41
H2 -2.2542 -0.2439 1.3630  0.35
H3 -1.2217 1.2599 1.6779  0.30
H4 -0.9392 -0.2211 2.5483  0.51
H5 0.3004 -0.5545 -1.3055  0.60
H6 -1.9531 1.5081 -0.6827  0.39
H7 -2.2688 -0.1412 -1.1195  0.38
H8 -1.6619 0.8765 -2.3407  0.42
H9 0.5569 2.1845 -1.3073  0.57
H10 3.6229 -1.1849 1.1904  0.32

Cartesian forces, eV/Å:
-0.039 -0.954 0.311
1.119 1.234 1.257
-0.573 -0.375 -0.397
-0.384 0.257 -0.577
-1.214 -1.930 -1.582
-1.147 0.553 0.667
1.258 0.105 0.309
0.612 2.836 -0.132
0.178 -2.757 1.314
0.160 -5.606 1.596
0.053 0.137 0.397
0.029 1.790 -1.365
-0.760 -1.168 1.641
-0.964 2.183 -2.683
3.026 -3.744 3.018
-0.064 0.692 0.383
-0.173 -0.449 -0.339
-0.204 -0.253 0.695
-0.072 0.607 -0.634
-0.125 0.950 0.153
0.324 0.730 -0.153
0.572 0.533 -0.608
-0.679 2.452 -2.906
-0.933 2.177 -0.365

Properties
energy = -819.6904 Ha
E_HOMO = -8.760 eV
structure (SMILES) = [H]/N=C(\F)[C@@](C)(F)[C@@H](C)[C@@H](F)C(F)=C=N
orbital gap = 9.4 eV
LUMO energy = 0.7 eV
relative energy (zero: lowest compared OMol25 entry of this formula, charge and spin) = 0.878 eV


No. 3
C8H10FIO2 | ωB97M-V with the def2-TZVPD basis set

Last column: Mulliken charge in e.
Atoms and positions in Å:
C1 0.6073 -2.3523 -0.1075  0.50
C2 -0.8282 -1.7441 -0.1334  -0.35
C3 -1.4349 1.7981 0.2086  -0.22
C4 -1.2659 0.8210 -0.9390  -0.80
C5 -1.4066 0.5087 1.1598  -1.07
C6 -1.0262 -0.3251 -0.0273  0.57
C7 1.6892 -0.2500 0.3605  0.72
C8 2.1930 0.7702 -0.5143  -1.36
O1 0.8158 -3.4967 -0.1435  -0.52
O2 1.6693 -1.5526 0.1237  -0.27
F1 1.7216 -0.0343 1.7081  -0.30
I1 4.5062 0.9379 -0.3343  -0.08
H1 -1.2312 -2.1411 -1.1392  0.24
H2 -1.2355 -2.3984 0.7410  0.23
H3 -0.5117 2.3947 0.4927  0.19
H4 -2.3760 2.4024 0.0552  0.28
H5 -2.1042 0.7980 -1.4881  0.45
H6 -0.3925 0.9180 -1.5870  0.09
H7 -0.8654 0.5061 2.0392  0.32
H8 -2.3592 0.0803 1.5030  0.35
H9 1.8604 1.7039 -0.3503  0.59
H10 1.9749 0.6553 -1.6276  0.43

Cartesian forces, eV/Å:
-1.032 1.418 0.576
-0.321 -2.435 -0.739
0.388 -0.060 1.401
3.773 -0.335 0.255
-2.238 -0.202 -1.496
1.194 1.118 1.619
-1.952 0.641 0.563
0.936 -3.276 -2.181
-0.003 -2.405 -0.530
1.794 0.740 -0.441
0.152 0.283 -0.928
-0.652 0.007 -0.146
0.374 0.345 1.583
0.046 1.368 -1.491
-1.328 -0.344 -0.714
1.193 -0.452 0.846
-3.117 -0.421 -2.326
-0.217 0.585 -0.422
1.780 0.256 1.659
-0.541 0.609 -0.109
-0.801 3.247 1.455
0.574 -0.690 1.566

Properties
energy = -858.7034 Ha
E_HOMO (spin up / spin down) = -8.005 / -7.898 eV
orbital gap (spin up / spin down) = 7.7 / 6.8 eV
LUMO energy (spin up / spin down) = -0.3 / -1.1 eV
relative energy (zero: lowest compared OMol25 entry of this formula, charge and spin) = 0.000 eV


No. 4
C8H10FN2O2P | ωB97M-V with the def2-TZVPD basis set

Last column: Mulliken charge in e.
Atoms and positions in Å:
C1 1.6167 -1.2267 1.6100  -0.84
P1 1.9885 -0.1068 0.0589  0.20
O1 2.3294 -1.2195 -1.2844  -0.57
C2 0.4762 1.0000 -0.3232  0.84
C3 0.5686 2.2699 0.7624  -1.27
C4 0.6861 1.6765 -1.8383  -0.13
N1 0.4673 2.0233 -3.0903  -0.47
C5 -0.9834 0.2904 -0.1286  -0.08
C6 -1.6612 0.5399 1.3742  -0.03
N2 -2.1463 0.9820 2.5161  -0.48
C7 -1.0541 -1.3044 -0.4852  -0.29
C8 -2.5029 -1.5723 -1.2776  0.34
O2 -3.6252 -1.6106 -0.5116  -0.45
F1 -2.5343 -1.8065 -2.7693  -0.26
H1 0.4721 -1.2997 1.8502  0.23
H2 2.0982 -0.6234 2.5204  0.30
H3 2.1686 -2.2554 1.5253  0.33
H4 2.8596 -0.7260 -1.9958  0.35
H5 0.7364 1.8735 1.8762  0.37
H6 -0.3943 2.9249 0.6479  0.38
H7 1.5324 2.9405 0.5454  0.36
H8 -1.7239 0.8357 -0.8902  0.52
H9 -0.2296 -1.6979 -1.2151  0.30
H10 -1.1449 -1.9074 0.5224  0.36

Cartesian forces, eV/Å:
-0.530 0.489 0.699
2.299 -0.403 -0.644
-0.527 1.936 0.488
-0.685 1.284 0.274
1.150 0.208 0.002
-3.309 1.087 -8.376
2.331 -3.130 11.776
-1.934 0.541 -0.681
-2.796 4.003 7.381
4.615 -4.422 -10.850
-1.209 -0.489 -1.055
-5.816 -0.557 4.179
7.947 0.246 -6.438
0.241 0.832 4.782
2.239 -0.262 -0.420
-0.962 -1.296 -2.120
-1.260 1.977 -0.008
-1.124 -0.831 1.755
-0.766 0.734 -2.537
1.861 -1.349 0.415
-2.215 -1.573 0.195
1.475 -1.034 1.906
-1.230 1.002 1.663
0.204 1.006 -2.386

Properties
energy = -1011.7555 Ha
E_HOMO = -9.259 eV
structure (SMILES) = CP(O)[C@@](C)(C#N)[C@H](C#N)CC(=O)F
orbital gap = 8.8 eV
LUMO energy = -0.5 eV


No. 5
C8H10FeN2O2 | ωB97M-V with the def2-TZVPD basis set

Last column: Mulliken charge in e.
Atoms and positions in Å:
C1 -0.0550 1.4189 -2.0897  -0.60
C2 1.0681 0.5810 -1.8646  -0.33
C3 1.5602 0.8292 -0.5455  -0.39
C4 0.7810 1.8625 0.0422  -0.60
C5 -0.2347 2.3236 -0.9464  -0.13
Fe1 -0.8030 0.4942 -0.2219  0.22
C6 0.1354 -2.1136 0.4427  -0.50
C7 -0.9040 -2.9499 0.2476  -0.34
C8 -2.2030 -2.8984 -0.0054  -0.55
N1 -1.8457 1.9618 0.0283  -0.67
H1 2.4485 0.3571 -0.0803  0.42
H2 1.5230 -0.1157 -2.5909  0.33
H3 0.9655 2.3289 1.0069  0.39
H4 -0.6391 3.3144 -1.0158  0.42
H5 -0.5990 1.5407 -3.0168  0.42
H6 0.9798 -2.1585 -0.2325  0.30
H7 -2.6729 1.3131 0.0043  0.08
H8 0.2633 -1.5389 1.3501  0.44
H9 -2.8795 -3.7602 -0.2006  0.24
H10 -2.7038 -1.8858 -0.0604  -0.12
O1 1.5739 -0.7988 4.1707  -0.51
N2 1.7313 -0.4865 2.9877  -0.12
O2 2.5097 0.3809 2.5903  -0.40

Cartesian forces, eV/Å:
0.873 0.301 -0.395
-0.272 0.387 0.063
0.197 0.493 0.059
0.662 0.613 -0.792
1.346 -0.779 -0.240
0.145 -1.420 0.420
0.021 1.202 -0.239
-1.024 -0.519 -0.720
-0.889 -0.165 -0.076
-1.261 -0.036 1.557
-1.067 0.241 -0.143
-0.615 0.253 0.612
-0.104 -0.289 -0.267
0.141 0.072 -0.074
0.016 -0.178 0.026
0.115 0.070 0.053
0.208 -0.100 -0.742
0.371 -0.229 0.476
0.553 0.499 0.524
0.373 -0.548 -0.306
1.068 0.931 1.020
-1.899 -1.625 -2.097
1.041 0.824 1.282

Properties
energy = -1834.1435 Ha
⟨S²⟩ = 6.24
E_HOMO (spin up / spin down) = 1.603 / -0.047 eV
total charge = -2
orbital gap (spin up / spin down) = 4.4 / 5.8 eV
LUMO energy (spin up / spin down) = 6.0 / 5.8 eV
spin multiplicity = 5
relative energy (zero: lowest compared OMol25 entry of this formula, charge and spin) = 0.000 eV


Repeat the third record exactly.
C8H10FIO2 | ωB97M-V with the def2-TZVPD basis set

Last column: Mulliken charge in e.
Atoms and positions in Å:
C1 0.6073 -2.3523 -0.1075  0.50
C2 -0.8282 -1.7441 -0.1334  -0.35
C3 -1.4349 1.7981 0.2086  -0.22
C4 -1.2659 0.8210 -0.9390  -0.80
C5 -1.4066 0.5087 1.1598  -1.07
C6 -1.0262 -0.3251 -0.0273  0.57
C7 1.6892 -0.2500 0.3605  0.72
C8 2.1930 0.7702 -0.5143  -1.36
O1 0.8158 -3.4967 -0.1435  -0.52
O2 1.6693 -1.5526 0.1237  -0.27
F1 1.7216 -0.0343 1.7081  -0.30
I1 4.5062 0.9379 -0.3343  -0.08
H1 -1.2312 -2.1411 -1.1392  0.24
H2 -1.2355 -2.3984 0.7410  0.23
H3 -0.5117 2.3947 0.4927  0.19
H4 -2.3760 2.4024 0.0552  0.28
H5 -2.1042 0.7980 -1.4881  0.45
H6 -0.3925 0.9180 -1.5870  0.09
H7 -0.8654 0.5061 2.0392  0.32
H8 -2.3592 0.0803 1.5030  0.35
H9 1.8604 1.7039 -0.3503  0.59
H10 1.9749 0.6553 -1.6276  0.43

Cartesian forces, eV/Å:
-1.032 1.418 0.576
-0.321 -2.435 -0.739
0.388 -0.060 1.401
3.773 -0.335 0.255
-2.238 -0.202 -1.496
1.194 1.118 1.619
-1.952 0.641 0.563
0.936 -3.276 -2.181
-0.003 -2.405 -0.530
1.794 0.740 -0.441
0.152 0.283 -0.928
-0.652 0.007 -0.146
0.374 0.345 1.583
0.046 1.368 -1.491
-1.328 -0.344 -0.714
1.193 -0.452 0.846
-3.117 -0.421 -2.326
-0.217 0.585 -0.422
1.780 0.256 1.659
-0.541 0.609 -0.109
-0.801 3.247 1.455
0.574 -0.690 1.566

Properties
energy = -858.7034 Ha
E_HOMO (spin up / spin down) = -8.005 / -7.898 eV
orbital gap (spin up / spin down) = 7.7 / 6.8 eV
LUMO energy (spin up / spin down) = -0.3 / -1.1 eV
relative energy (zero: lowest compared OMol25 entry of this formula, charge and spin) = 0.000 eV